43
Properties=species:S:1:pos:R:3 method="wB97M-V/def2-TZVPD" homo_ev="-11.87 / -11.87" energy_ev=-24544.24796 gap_ev="8.929 / 3.183" spin_multiplicity=2 total_charge=+1
C 8.061 -15.802 19.311
C 6.662 -16.133 18.959
C 6.502 -17.349 17.945
O 7.082 -16.984 16.714
C 7.537 -18.115 15.968
N 5.918 -16.258 20.177
H 8.693 -15.395 18.521
H 8.658 -16.630 19.692
H 8.185 -15.099 20.135
H 6.263 -15.287 18.399
H 5.538 -17.855 18.008
H 7.129 -18.189 18.244
H 8.212 -18.837 16.429
H 7.942 -17.952 14.969
H 6.646 -18.679 15.695
H 6.126 -15.427 20.711
H 4.936 -16.325 19.950
C 8.046 -7.075 21.938
C 9.131 -6.586 21.040
O 10.314 -6.372 21.794
O 8.299 -8.304 22.277
H 7.168 -6.924 21.310
H 7.935 -6.418 22.801
H 8.964 -5.745 20.366
H 9.451 -7.407 20.398
H 10.251 -6.974 22.539
H 7.587 -8.407 22.913
C 7.077 -10.421 20.066
C 6.976 -11.858 19.610
O 6.850 -12.705 20.736
O 8.422 -10.139 20.384
H 6.429 -10.191 20.912
H 6.779 -9.798 19.222
H 7.744 -12.212 18.921
H 6.124 -12.138 18.990
H 7.644 -12.485 21.228
H 8.440 -9.420 21.020
O 4.918 -13.138 23.731
H 4.848 -12.244 24.067
H 5.471 -13.059 22.954
O 6.785 -7.999 17.392
H 7.609 -7.512 17.407
H 6.206 -7.476 16.837